The following is a quantum chemistry calculation of the ion C22H20F with charge +1, from the OMol25 dataset.

XYZ file:
```
43
Properties=species:S:1:pos:R:3:nbo_charge:R:1
F 6.077 -1.420 -1.678 -0.3229
C 0.272 1.859 -1.334 -0.2450
C -2.526 -1.162 1.293 0.0016
C -2.955 1.217 1.443 -0.0568
C 3.364 -3.496 -0.402 -0.1785
C 2.661 1.934 -0.903 -0.2152
C 3.786 -0.886 -1.305 -0.2808
C -0.633 0.486 0.928 0.2492
C -4.793 -0.354 1.670 0.1594
C -3.875 -1.397 1.513 -0.2636
C 1.467 1.216 -1.010 -0.0290
C -1.982 0.172 1.246 -0.2384
C 1.497 3.852 -1.826 -0.2056
C -6.265 -0.588 1.816 -0.6689
C 2.697 3.219 -1.464 -0.1856
C 4.643 -3.126 -0.840 -0.2622
C 2.336 -2.548 -0.348 -0.2312
C 0.467 -0.456 0.573 -0.4981
C 4.825 -1.819 -1.256 0.4095
C 0.255 3.205 -1.663 -0.1827
C 1.319 -0.263 -0.700 -0.2276
C -4.303 0.956 1.633 -0.2351
C 2.537 -1.215 -0.761 -0.0042
H 3.528 1.480 -0.399 0.2360
H -6.625 -0.136 2.744 0.2558
H 1.097 -0.320 1.481 0.2773
H -6.523 -1.644 1.899 0.2394
H -2.607 2.250 1.400 0.2344
H 3.968 0.061 -1.806 0.2445
H 0.685 -0.606 -1.529 0.2336
H -4.243 -2.422 1.553 0.2426
H 1.515 4.849 -2.257 0.2308
H -0.655 1.296 -1.259 0.2030
H -6.866 -0.151 1.005 0.2608
H -1.848 -2.006 1.148 0.2188
H 5.463 -3.836 -0.864 0.2450
H -0.329 1.473 1.317 0.2322
H 3.166 -4.526 -0.088 0.2299
H -0.705 3.715 -1.796 0.2248
H 3.669 3.704 -1.574 0.2337
H -5.015 1.773 1.754 0.2430
H 0.107 -1.484 0.638 0.2278
H 1.345 -2.856 0.008 0.1984
```

Properties
Calculated total energy in eV: -25847.8530
Gap between HOMO and LUMO in eV: 5.8
Molar mass in g mol⁻¹: 303.400
Charge: +1
ΔE to the lowest compared entry with this formula, charge and spin in kcal/mol: 12.2

=====

The following is a quantum chemistry calculation of a structure of composition C34H56CoN2O2P3, from the OMol25 dataset.

XYZ file:
```
98
Properties=species:S:1:pos:R:3:lowdin_spin:R:1
Co -0.057 0.145 -0.433 1.8643
P -1.313 0.876 2.215 0.3052
P 1.281 -0.236 -2.097 0.0542
P 1.318 -4.948 0.654 0.0001
O -1.636 -2.226 -0.172 -0.0048
O 1.268 -3.484 0.325 0.0027
N -1.546 1.221 -0.481 0.4511
N 1.161 1.644 -0.052 0.0290
C -0.591 -0.543 3.328 0.0201
C 0.739 -1.062 2.765 0.0086
C -3.422 1.180 4.142 0.0073
C -0.361 0.047 4.718 0.0189
C -3.088 3.159 2.735 0.0065
C 1.846 1.510 -2.368 0.0083
C -3.102 3.297 -1.495 0.0038
C 2.018 2.114 -0.988 0.0086
C 0.286 -0.598 -3.633 0.0087
C 1.759 3.364 1.461 0.0025
C 2.807 -2.588 -2.398 0.0005
C 3.377 -1.090 -0.469 0.0037
C -3.348 5.669 -1.928 -0.0025
C -3.013 1.623 2.732 0.0351
C 2.915 3.129 -0.644 0.0006
C -0.252 -2.037 -3.578 0.0002
C -3.990 1.085 1.673 0.0103
C 2.595 -5.845 -0.257 0.0001
C 2.831 3.692 0.629 0.0099
C 0.824 2.450 0.987 0.0091
C -0.255 -5.751 0.287 0.0000
C -0.915 0.371 -3.674 -0.0013
C 1.661 -5.227 2.404 0.0000
C 2.964 -1.129 -1.952 0.0104
C -2.290 5.941 -1.047 0.0019
C 1.167 -0.390 -4.867 0.0050
C -0.889 -1.332 -0.255 0.0339
C -3.770 4.346 -2.136 0.0012
C 4.061 -0.448 -2.789 0.0032
C -1.417 2.398 0.057 0.0304
C -1.621 -1.677 3.312 0.0053
C -1.644 4.898 -0.375 -0.0019
C -0.651 2.501 1.302 0.0048
C -2.064 3.572 -0.596 0.0137
H 2.767 1.594 -2.959 0.0012
H -2.605 -1.369 3.684 0.0003
H -4.615 4.121 -2.787 0.0002
H -5.005 1.423 1.931 0.0007
H 3.411 -0.063 -0.078 0.0001
H -0.835 -2.218 -2.666 0.0000
H 2.045 -3.102 -1.796 0.0001
H 2.964 -6.689 0.341 0.0000
H -1.541 0.110 -4.541 -0.0003
H 0.234 -0.662 5.311 0.0039
H 1.069 2.041 -2.946 0.0000
H 0.546 -0.539 -5.761 0.0011
H -3.382 2.253 -1.675 0.0029
H 3.756 -0.267 -3.829 0.0001
H 0.713 -5.317 2.949 0.0000
H 3.558 4.422 0.974 0.0006
H -0.913 -2.188 -4.442 -0.0001
H -1.533 0.309 -2.765 -0.0005
H 2.184 -6.229 -1.199 0.0000
H -1.257 -2.491 3.955 -0.0003
H 1.573 0.629 -4.918 0.0003
H 3.763 -3.111 -2.232 0.0001
H -3.978 -0.012 1.619 0.0015
H -4.420 1.593 4.364 0.0016
H -0.603 1.416 -3.786 -0.0001
H 2.697 -1.698 0.145 0.0015
H -0.737 -5.204 -0.532 0.0000
H 3.663 3.431 -1.373 -0.0001
H -0.092 -6.798 0.005 0.0000
H 4.388 -1.517 -0.378 0.0000
H 0.629 -1.529 1.776 0.0077
H 1.492 -0.265 2.696 0.0000
H -1.974 6.968 -0.882 0.0003
H 2.233 -4.375 2.791 0.0000
H 0.545 -2.786 -3.626 0.0000
H 1.997 -1.105 -4.922 0.0001
H -3.019 3.598 1.732 -0.0001
H -2.339 3.612 3.398 0.0004
H 2.241 -6.151 2.520 0.0000
H -0.892 -5.704 1.178 0.0000
H -0.814 5.099 0.302 -0.0005
H -1.295 0.239 5.256 0.0003
H 1.125 -1.840 3.444 0.0007
H -0.860 3.388 1.913 0.0001
H -3.494 0.094 4.249 0.0002
H -1.758 -2.077 2.298 0.0013
H 2.575 -2.676 -3.469 0.0000
H -4.080 3.436 3.133 0.0015
H 3.428 -5.164 -0.473 0.0000
H -3.747 1.460 0.672 0.0001
H 4.392 0.496 -2.336 0.0001
H 1.584 3.850 2.422 -0.0001
H -2.732 1.588 4.893 0.0005
H 4.939 -1.110 -2.818 0.0007
H -3.849 6.484 -2.448 -0.0001
H 0.212 0.981 4.647 0.0029
```

Properties
Calculated total energy in eV: -108728.8588
Gap between HOMO and LUMO (spin up / spin down) in eV: 6.1 / 6.8
Molar mass in g mol⁻¹: 676.689
Spin multiplicity: 4
Charge: +1
ΔE to the lowest compared entry with this formula, charge and spin in kcal/mol: 62.2

=====

The following is a quantum chemistry calculation of a structure of composition C42H55BCl3I2N5O2P2SiV, from the OMol25 dataset.

XYZ file:
```
114
Properties=species:S:1:pos:R:3:lowdin_spin:R:1
I 1.727 -2.035 -7.033 0.0012
I -3.402 -1.859 -4.004 -0.0021
V -1.879 -0.887 -0.216 1.0230
Cl -4.867 1.510 1.336 -0.0191
Cl -5.426 0.505 -1.710 -0.0066
Cl -5.486 -1.638 0.687 -0.0129
P -1.032 3.005 -1.506 -0.0008
P 2.052 -1.569 1.471 -0.0003
Si -4.149 -0.051 -0.057 -0.0667
O -1.530 -0.467 -1.932 0.0082
O -0.645 -2.571 -0.630 0.0118
N 1.237 -0.013 -1.918 -0.0018
N 0.007 0.226 2.186 0.0041
N -0.976 2.008 1.119 -0.0066
N -3.134 -3.728 2.419 0.0039
N -2.332 -1.967 1.410 0.0140
C -2.608 -3.256 1.267 0.0144
C -2.671 3.147 -3.666 0.0000
C 3.339 0.750 2.096 0.0000
C 3.163 -4.024 2.749 0.0000
C 2.127 -3.468 1.771 0.0000
C -2.372 -4.062 0.073 -0.0008
C 0.000 3.832 4.251 -0.0001
C -2.714 -1.610 2.691 0.0074
C 0.644 -1.024 2.583 0.0010
C -2.207 5.416 -2.764 0.0000
C 2.429 -4.023 0.365 0.0000
C 0.513 4.115 -1.360 -0.0002
C 1.396 -0.943 -4.157 0.0006
C -1.878 -5.607 -2.191 0.0007
C 0.644 -0.569 -2.992 0.0022
C -1.374 -3.624 -0.854 0.0012
C -3.217 -2.692 3.326 -0.0002
C 0.710 -1.514 -5.255 0.0101
C 3.880 -1.034 3.742 0.0000
C -2.454 3.958 -2.375 0.0000
C 4.779 -1.129 1.391 0.0000
C -0.485 2.440 2.341 -0.0010
C -3.748 3.914 -1.561 -0.0004
C 0.608 1.493 4.292 -0.0002
C -2.838 -6.030 -1.264 -0.0006
C -1.367 -1.386 -4.079 0.0090
C -0.634 -1.741 -5.216 0.0010
C -1.171 -4.442 -1.996 -0.0002
C 2.528 0.172 -1.928 0.0028
C 3.354 -0.172 -3.009 0.0000
C -1.639 2.976 0.258 -0.0036
C -0.801 -0.786 -2.939 0.0075
C 3.570 -0.760 2.265 0.0000
C -0.528 3.685 2.961 -0.0013
C 1.175 4.102 -2.746 0.0000
C 2.786 -0.721 -4.118 0.0022
C 1.449 3.357 -0.395 -0.0001
C 0.391 5.553 -0.842 0.0000
C 0.763 -4.005 2.211 0.0001
C -3.070 -5.248 -0.149 0.0009
C 0.554 2.748 4.913 -0.0008
C 0.112 1.344 3.004 0.0002
B -0.826 0.522 0.973 0.0018
H -3.495 3.577 -4.254 0.0000
H -4.046 2.894 -1.310 -0.0006
H -0.430 -4.109 -2.716 0.0000
H 0.546 4.573 -3.507 0.0000
H 2.132 4.643 -2.714 0.0000
H 4.987 -2.202 1.395 0.0000
H 2.709 1.154 2.887 0.0000
H 1.363 5.870 -0.440 0.0000
H 4.303 1.276 2.133 0.0000
H 4.438 -1.959 3.880 0.0000
H 1.652 -3.714 -0.340 0.0000
H 4.423 -0.003 -2.960 -0.0001
H 1.222 3.593 0.647 -0.0001
H 2.970 -1.087 4.350 0.0000
H 1.373 3.074 -3.067 0.0000
H -1.136 -2.198 -6.057 -0.0002
H -1.767 3.139 -4.286 0.0000
H -3.492 -4.654 2.544 0.0003
H -0.339 5.637 -0.028 0.0000
H -2.605 -0.598 3.045 -0.0006
H -0.042 4.801 4.739 0.0000
H 5.676 -0.609 1.755 0.0000
H -1.513 3.971 0.678 0.0000
H 0.116 6.258 -1.625 0.0000
H -2.924 2.107 -3.433 0.0000
H 1.027 0.653 4.833 0.0000
H -1.696 -6.194 -3.084 0.0001
H 0.789 -5.103 2.200 0.0000
H 2.855 0.991 1.141 0.0000
H 2.472 -5.123 0.386 0.0000
H -2.707 2.758 0.248 -0.0019
H -0.085 -1.823 2.524 0.0004
H -3.668 4.491 -0.634 0.0000
H 2.490 3.658 -0.587 0.0000
H 0.507 -3.683 3.226 0.0000
H 1.370 2.274 -0.520 -0.0001
H 3.395 -0.991 -4.972 0.0002
H 0.940 2.865 5.920 -0.0001
H -3.626 -2.819 4.314 0.0001
H 3.105 -5.120 2.715 0.0000
H -3.841 -5.549 0.555 0.0001
H -0.981 4.540 2.473 -0.0002
H -3.406 -6.938 -1.428 -0.0001
H -3.051 5.754 -3.380 0.0000
H 4.189 -3.750 2.495 0.0000
H 2.960 -3.716 3.777 0.0000
H 2.951 0.621 -1.033 0.0002
H -4.560 4.348 -2.160 -0.0001
H 3.390 -3.647 -0.008 0.0000
H -2.158 6.066 -1.889 0.0000
H -1.298 5.548 -3.355 0.0000
H 0.964 -0.942 3.620 0.0000
H -0.024 -3.682 1.527 0.0000
H 4.494 -0.216 4.142 0.0000
H 4.608 -0.831 0.351 0.0000
```

Properties
Calculated total energy in eV: -162588.7129
Gap between HOMO and LUMO (spin up / spin down) in eV: 4.0 / 3.2
Molar mass in g mol⁻¹: 1173.892
Spin multiplicity: 2
Charge: -2

=====

The following is a quantum chemistry calculation of the molecule C7H18N2O2, from the OMol25 dataset.

XYZ file:
```
29
Properties=species:S:1:pos:R:3:nbo_charge:R:1
O 0.409 0.572 -1.892 -0.7073
O -2.677 0.891 -1.102 -0.7212
N -1.004 -1.500 -0.686 -0.5011
N -0.909 -0.353 0.095 -0.3387
C 1.710 0.216 0.264 -0.2735
C -1.189 -2.681 0.153 -0.3965
C -2.158 1.574 1.152 -0.6383
C 2.629 -0.821 -0.473 -0.6294
C -2.138 0.411 0.108 0.2198
C 2.620 1.405 0.635 -0.6000
C 0.429 0.570 -0.549 0.2885
H -3.198 2.002 1.210 0.2221
H 2.013 2.360 0.757 0.2087
H 0.063 1.558 -0.187 0.1556
H -2.098 -2.620 0.835 0.1541
H -1.495 2.376 0.757 0.1907
H -1.913 1.277 2.185 0.2230
H 3.172 1.246 1.635 0.2104
H -1.757 -1.543 -1.415 0.3492
H 2.197 -1.878 -0.616 0.2223
H 0.730 -0.246 -2.322 0.4940
H 3.474 -0.841 0.220 0.2143
H -0.452 -2.759 0.906 0.1954
H 1.392 -0.205 1.223 0.2288
H -2.908 -0.310 0.464 0.1669
H 3.402 1.579 -0.010 0.2033
H -2.114 1.607 -1.380 0.4621
H 3.030 -0.429 -1.449 0.2053
H -1.260 -3.457 -0.519 0.1915
```

Properties
Calculated total energy in eV: -14623.4444
Gap between HOMO and LUMO in eV: 9.2
Molar mass in g mol⁻¹: 162.233
SMILES: CNN([C@H](O)C(C)C)[C@@H](C)O
ΔE to the lowest compared entry with this formula, charge and spin in kcal/mol: 23.0

=====

The following is a quantum chemistry calculation of the molecule C14H25N3O3, from the OMol25 dataset.

XYZ file:
```
45
Properties=species:S:1:pos:R:3:nbo_charge:R:1
O 3.897 1.535 0.542 -0.6106
O 1.293 -2.346 -0.076 -0.6190
O 0.627 0.802 2.177 -0.6554
N 0.979 1.694 0.128 -0.4143
N 3.465 2.263 2.543 -0.6137
N -0.164 -0.853 -0.821 -0.6226
C 0.686 -2.600 -2.458 -0.7067
C 0.466 0.731 0.910 0.6989
C 4.590 1.859 3.283 -0.4197
C 1.846 2.764 0.712 -0.1131
C -3.657 -1.742 -0.226 -0.6060
C -0.632 -0.246 0.418 -0.1298
C -3.091 -0.407 -0.638 -0.4018
C 0.652 1.993 -1.248 -0.2370
C -2.073 0.341 0.267 -0.1984
C -2.545 0.492 1.815 -0.6076
C 3.195 2.213 1.219 0.6729
C 2.007 3.748 -0.416 -0.3973
C 1.661 2.966 -1.811 -0.4044
C 0.623 -1.923 -1.003 0.6899
H -0.677 -0.579 -1.575 0.3711
H 1.391 -3.421 -2.303 0.2487
H -0.383 2.303 -1.428 0.1816
H 1.449 3.586 -2.683 0.2286
H 0.530 1.184 -1.931 0.2176
H 1.238 4.410 -0.196 0.2029
H -2.818 -2.368 0.124 0.2016
H -3.569 0.912 1.790 0.2017
H -1.931 1.203 2.295 0.2316
H -0.699 -1.015 1.171 0.2417
H -2.613 -0.486 2.336 0.2147
H 3.019 4.182 -0.442 0.2318
H 2.597 2.399 -2.178 0.2205
H 1.344 3.314 1.474 0.2071
H -2.698 -0.352 -1.665 0.1893
H 0.989 -1.826 -3.152 0.2202
H -4.232 -2.144 -0.977 0.2145
H 2.644 2.531 3.104 0.3939
H 5.436 2.527 2.853 0.1958
H 4.555 2.283 4.345 0.2167
H 4.888 0.782 3.150 0.2191
H -1.859 1.356 -0.197 0.2014
H -0.325 -2.997 -2.705 0.2198
H -4.331 -1.647 0.585 0.2067
H -4.092 0.096 -0.700 0.2171
```

Properties
Calculated total energy in eV: -25535.1064
Gap between HOMO and LUMO in eV: 9.5
Molar mass in g mol⁻¹: 283.372
SMILES: CC[C@@H](C)[C@@H](NC(C)=O)C(=O)N1CCC[C@@H]1C(=O)NC
ΔE to the lowest compared entry with this formula, charge and spin in kcal/mol: 75.0

=====

The following is a quantum chemistry calculation of a cluster of 2 separate species, CH11N7 in total, from the OMol25 dataset.

XYZ file:
```
19
Properties=species:S:1:pos:R:3:nbo_charge:R:1
N -1.531 1.445 0.992 -0.4793
N 1.096 0.565 1.316 -0.1307
N 0.817 -0.145 -2.206 -0.5233
N 0.887 -0.423 -0.822 -0.4671
N -1.310 -1.155 1.102 -0.8047
N 2.137 -0.111 1.269 -0.2950
N -1.073 0.540 0.207 0.0056
C 0.364 0.611 0.038 0.1145
H -1.065 1.861 1.866 0.4254
H 1.246 -0.896 -2.844 0.4800
H 2.749 0.086 2.098 0.3990
H 0.539 1.704 -0.282 0.2502
H 1.869 -0.643 -0.564 0.4404
H -0.724 -1.344 1.917 0.4277
H -2.308 -1.125 1.348 0.4222
H -1.292 -1.824 0.310 0.4289
H -0.105 0.016 -2.640 0.4601
H -2.480 1.627 0.893 0.4128
H 1.380 0.705 -2.406 0.4332
```

Properties
Calculated total energy in eV: -11624.4068
Gap between HOMO and LUMO in eV: 9.6
Molar mass in g mol⁻¹: 121.148
Charge: +2
ΔE to the lowest compared entry with this formula, charge and spin in kcal/mol: 0.0